Entry 1:
Here is C5H5NO3 in the gas phase from the Open Molecules 2025 dataset. Energies are from wB97M-V/def2-TZVPD.

CARTESIAN COORDINATES (ANGSTROEM)
C (-0.32, 0.35, 1.54)
C (0.87, -0.53, 1.32)
C (-1.17, 0.36, 0.51)
C (0.96, -1.28, 0.22)
C (-0.85, 0.11, -0.86)
N (0.17, 1.02, -1.67)
O (-0.04, 1.29, -2.85)
O (1.01, 1.47, -0.94)
O (0.11, -1.27, -0.82)
H (-0.37, 0.52, 2.59)
H (1.69, -0.67, 2.00)
H (-2.15, 0.90, 0.52)
H (1.77, -2.00, -0.02)
H (-1.69, -0.25, -1.55)

Output
Energy relative to the best compared isomer or geometry (same formula, charge and spin): 489.8 kJ/mol
SMILES: O=[N+]([O-])[C@@H]1C=CC=CO1

The net atomic charges from Löwdin, expressed in e, are: -0.023 -0.087 -0.097 -0.188 -0.050 -0.327 0.077 0.097 -0.041 0.102 0.094 0.127 0.140 0.175

Entry 2:
Here is a gas-phase ion, C3H6NO3S (charge -1) from the Open Molecules 2025 dataset. Energies are from wB97M-V/def2-TZVPD.

CARTESIAN COORDINATES (ANGSTROEM)
C (0.98, -1.50, 0.00)
C (1.05, -0.97, -1.43)
C (-0.89, 0.40, 2.35)
N (1.81, -0.78, 0.82)
O (0.36, -2.52, 0.26)
O (2.96, 0.34, 2.65)
O (0.21, 1.13, 2.11)
S (1.67, -0.25, 2.31)
H (1.80, -1.47, -2.06)
H (1.50, 0.05, -1.20)
H (0.10, -1.04, -1.93)
H (-0.52, -0.71, 2.46)
H (-1.69, 0.59, 1.64)
H (-1.30, 0.71, 3.40)

Output
Energy relative to the best compared isomer or geometry (same formula, charge and spin): 329.1 kJ/mol
Net charge: -1

The net atomic charges from Löwdin, expressed in e, are: -0.658 -0.047 -0.364 -0.227 -0.016 -0.509 -0.434 0.883 0.065 0.087 0.050 0.046 0.051 0.072

Entry 3:
Here is 2 unconnected molecules or ions with the total composition C23H30Cl3F8INO5PS from the Open Molecules 2025 dataset. Energies are from wB97M-V/def2-TZVPD.

CARTESIAN COORDINATES (ANGSTROEM)
N (-0.06, 0.17, 2.66)
C (-1.28, -0.16, 1.93)
P (-2.63, 0.18, 3.17)
O (-2.44, -0.69, 4.35)
C (-1.31, -1.68, 1.53)
C (-0.28, -2.45, 2.36)
C (1.14, -2.44, 1.78)
C (2.17, -2.63, 2.89)
Cl (2.17, -4.30, 3.51)
C (-2.69, -2.34, 1.69)
C (-2.78, -3.87, 1.52)
C (-2.21, -4.55, 0.27)
I (-0.85, -6.14, 0.83)
O (-0.84, -1.85, 0.14)
S (-1.71, -1.27, -1.04)
O (-2.86, -2.07, -1.35)
O (-0.82, -0.98, -2.12)
C (-2.36, 0.25, -0.29)
Cl (-2.83, 1.29, -1.63)
C (-1.35, 0.84, 0.70)
Cl (0.27, 0.99, -0.06)
C (-1.80, 2.26, 1.12)
C (-1.34, 3.44, 0.28)
O (-0.17, 3.98, 0.87)
C (0.86, 4.31, -0.01)
C (0.82, 5.81, -0.38)
F (-0.39, 6.33, -0.03)
F (1.75, 6.48, 0.34)
C (1.00, 6.08, -1.90)
F (-0.23, 6.15, -2.47)
F (1.66, 5.05, -2.49)
C (1.80, 7.37, -2.22)
F (3.08, 7.15, -1.80)
F (1.28, 8.42, -1.52)
C (1.82, 7.78, -3.73)
F (3.11, 7.91, -4.14)
F (1.23, 6.85, -4.51)
H (0.07, 1.18, 2.70)
H (-0.14, -0.14, 3.62)
H (-2.56, 1.53, 3.56)
H (-3.88, -0.06, 2.55)
H (-0.57, -3.49, 2.40)
H (-0.30, -2.11, 3.39)
H (1.24, -3.26, 1.08)
H (1.38, -1.50, 1.31)
H (3.17, -2.34, 2.57)
H (1.91, -2.00, 3.73)
H (-2.99, -2.18, 2.72)
H (-3.46, -1.86, 1.10)
H (-2.34, -4.32, 2.40)
H (-3.84, -4.12, 1.60)
H (-1.65, -3.95, -0.41)
H (-2.98, -5.06, -0.29)
H (-3.26, 0.02, 0.27)
H (-2.89, 2.27, 1.17)
H (-1.44, 2.49, 2.11)
H (-2.12, 4.20, 0.35)
H (-1.21, 3.21, -0.77)
H (1.79, 4.15, 0.51)
H (0.87, 3.67, -0.89)
H (1.35, 8.75, -3.84)
C (2.90, -4.45, -4.12)
C (1.83, -3.91, -3.41)
C (1.68, -4.19, -2.06)
C (2.59, -5.01, -1.41)
C (3.66, -5.54, -2.12)
C (3.81, -5.27, -3.47)
H (3.02, -4.23, -5.17)
H (1.12, -3.27, -3.92)
H (0.84, -3.77, -1.52)
H (2.47, -5.22, -0.36)
H (4.38, -6.18, -1.61)
H (4.65, -5.69, -4.02)

Output
SMILES: N[C@]1([PH2]=O)[C@@](CCCCl)(CCCI)OS(=O)(=O)[C@H](Cl)[C@@]1(Cl)CCOCC(F)(F)C(F)(F)C(F)(F)C(F)F.c1ccccc1

The net atomic charges from Löwdin, expressed in e, are: 0.050 -0.482 0.784 -0.405 -0.368 -0.129 -0.248 -0.574 0.555 -0.161 -0.267 -0.585 0.797 -0.225 0.547 -0.249 -0.273 -0.710 0.773 -0.716 0.861 -0.211 -0.246 -0.124 -0.109 -0.381 0.122 0.124 -0.335 0.140 0.133 -0.339 0.133 0.129 -0.269 0.090 0.103 0.083 0.082 0.039 0.040 0.069 0.116 0.084 0.095 0.074 0.062 0.094 0.097 0.063 0.117 -0.003 0.039 0.079 0.117 0.093 0.133 0.081 0.147 0.108 0.169 -0.097 -0.087 -0.093 -0.103 -0.096 -0.100 0.099 0.102 0.081 0.083 0.100 0.098

Entry 4:
Here is 14 unconnected molecules or ions with the total composition C5H37NO15 from the Open Molecules 2025 dataset. Energies are from wB97M-V/def2-TZVPD.

CARTESIAN COORDINATES (ANGSTROEM)
C (-0.91, -2.52, -0.82)
C (0.20, -1.41, -0.63)
C (-0.56, -0.35, 0.27)
C (-1.19, 0.75, -0.51)
O (-2.44, 0.45, -1.08)
N (1.41, -1.91, -0.02)
C (2.68, -1.39, -0.46)
O (3.03, -0.16, 0.13)
H (-0.60, -3.35, -1.43)
H (-1.27, -2.75, 0.17)
H (-1.68, -2.11, -1.50)
H (0.44, -0.83, -1.49)
H (0.08, 0.11, 1.07)
H (-1.33, -0.95, 0.80)
H (-0.52, 1.15, -1.36)
H (-1.48, 1.73, 0.09)
H (1.35, -2.01, 0.97)
H (3.43, -2.17, -0.49)
H (2.51, -1.06, -1.53)
H (2.82, -0.02, 1.20)
H (3.36, 0.58, 2.79)
O (2.60, 0.03, 2.60)
H (-3.74, -1.61, -1.12)
H (-3.74, -1.22, -2.64)
O (-4.17, -1.76, -1.96)
H (-3.40, 1.34, 0.98)
H (-2.39, 1.09, 2.25)
O (-3.29, 1.22, 1.96)
H (0.51, 1.18, -3.28)
H (-0.84, 0.50, -3.87)
O (0.06, 0.96, -4.10)
H (2.03, 2.83, 2.28)
H (2.85, 2.23, 1.18)
O (2.70, 3.07, 1.60)
H (0.51, -1.57, -4.76)
H (1.10, -0.32, -4.27)
O (1.37, -1.26, -4.46)
H (1.72, 4.45, 0.64)
H (1.42, 4.42, -0.91)
O (1.41, 4.96, -0.12)
H (-0.53, -2.03, 3.54)
H (-1.08, -2.71, 2.25)
O (-1.18, -2.74, 3.23)
H (-2.21, 0.12, -2.16)
H (-2.64, 0.71, -3.80)
O (-2.12, -0.03, -3.47)
H (1.46, 1.29, 3.39)
H (-0.01, 1.53, 3.01)
O (0.82, 1.99, 3.16)
H (3.58, 1.91, -1.32)
H (2.44, 1.09, -1.39)
O (2.69, 1.97, -1.70)
H (0.69, -0.75, 4.40)
H (1.26, -0.28, 2.96)
O (0.41, -0.68, 3.49)
H (-2.77, -1.70, 2.45)
H (-3.42, -0.51, 1.95)
O (-3.46, -1.49, 1.82)

Output
Energy relative to the best compared isomer or geometry (same formula, charge and spin): 207.7 kJ/mol
Net charge: -2

The net atomic charges from Löwdin, expressed in e, are: -0.019 -0.326 -0.150 -0.323 -0.222 -0.014 -0.307 -0.181 0.062 0.050 0.064 0.105 0.102 0.073 0.119 0.122 0.101 0.096 0.118 0.028 0.003 -0.305 0.000 -0.008 -0.091 0.069 0.029 -0.056 -0.002 -0.036 -0.136 0.000 0.013 -0.077 0.011 -0.021 -0.124 -0.012 0.007 -0.087 -0.005 0.018 -0.123 0.010 0.005 -0.263 0.011 0.029 -0.083 0.036 -0.007 -0.075 0.043 0.007 -0.157 -0.013 -0.013 -0.095

| no. | HOMO-LUMO gap (Eh) | E_LUMO (Ha) | total energy (eV) |
| --- | --- | --- | --- |
| 1 | 0.300 | -0.02346 | -12892.81325 |
| 2 | 0.305 | 0.14320 | -21675.51069 |
| 3 | 0.334 | 0.00022 | -123596.07485 |
| 4 | 0.284 | 0.17359 | -37989.30634 |